C4H9NO | wB97M-V/def2-TZVPD

```
! wB97M-V def2-TZVPD RIJCOSX def2/J DEFGRID3
* xyz 0 1
O -0.80612 2.03609 -0.29901
N 1.24085 0.64228 0.91844
C -1.82704 -0.02038 0.14800
C -1.07775 0.92208 -0.72901
C 1.14587 -1.26022 -0.67366
C 1.68840 -0.53343 0.34136
H 2.59822 -0.92083 0.80446
H 1.94703 1.25311 1.28989
H 0.64069 -0.82695 -1.51206
H -1.11892 0.80404 -1.81007
H 0.30803 1.02900 0.90572
H -1.30343 -0.45078 1.01547
H -2.72463 0.46829 0.59628
H 1.44601 -2.28452 -0.53238
H -2.15720 -0.85777 -0.46344
*
```

Calculated values
LUMO energy: 0.02711 Eh
F_max: 3.52 eV/A
ΔE to the lowest compared entry with this formula, charge and spin: 294.6 kJ/mol
SMILES: C=CN.CC=O
HOMO energy: -7.93 eV



C4H9NO | wB97M-V/def2-TZVPD

```
! wB97M-V def2-TZVPD RIJCOSX def2/J DEFGRID3
* xyz 0 1
O 1.27427 1.03819 1.21232
N 2.11900 0.01763 -0.61965
C -0.66064 -1.31657 0.44516
C -1.31310 1.08993 0.02671
C -0.30191 -0.01219 -0.27892
C 1.08909 0.41902 0.17985
H -0.63757 -1.15593 1.52864
H -1.08164 2.01036 -0.52104
H -0.28239 -0.20244 -1.36106
H -1.28970 1.32339 1.09509
H -1.66671 -1.64686 0.16483
H 0.04507 -2.11989 0.20380
H 3.06019 0.24618 -0.33792
H -2.32486 0.77006 -0.24586
H 1.97089 -0.46089 -1.49195
*
```

Calculated values
LUMO energy: 0.03359 Eh
F_max: 0.31 eV/A
ΔE to the lowest compared entry with this formula, charge and spin: 0.1 kJ/mol
SMILES: CC(C)C(N)=O
HOMO energy: -9.73 eV



C4H9NO | wB97M-V/def2-TZVPD

```
! wB97M-V def2-TZVPD RIJCOSX def2/J DEFGRID3
* xyz 0 1
O -1.48960 -0.91261 0.78105
N 0.00352 -0.30412 -0.96366
C -1.10760 -0.16811 -1.87932
C 1.50816 0.76519 0.82191
C -0.33643 -0.74230 0.54039
C 0.36310 0.37626 1.49257
H 0.87481 0.27070 -0.67807
H -1.18825 -1.11368 -2.40147
H 1.60896 1.78026 0.56597
H -1.03316 0.58287 -2.64041
H 0.40621 -0.16918 2.42950
H -1.96871 -0.08075 -1.25380
H 2.42377 0.19497 0.93956
H 0.27656 -1.65006 0.59759
H -0.34134 1.17055 1.64819
*
```

Calculated values
LUMO energy: -0.06448 Eh
F_max: 6.30 eV/A
ΔE to the lowest compared entry with this formula, charge and spin: 637.0 kJ/mol
HOMO energy: -8.10 eV



C4H9NO | wB97M-V/def2-TZVPD

```
! wB97M-V def2-TZVPD RIJCOSX def2/J DEFGRID3
* xyz 0 1
O -0.27525 -0.79623 0.98669
N 0.25128 -2.46332 -0.77489
C -0.73942 1.99373 0.55468
C 0.44270 0.00883 0.00608
C 0.63097 -1.43838 0.13848
C -0.52109 0.99772 -0.60182
H -1.10179 1.45247 1.43525
H 1.35444 0.52859 0.33019
H 1.08465 -2.59201 -1.35344
H 1.53642 -1.63647 0.72464
H -0.12618 1.52038 -1.48048
H 0.21255 2.46176 0.83953
H -1.45996 0.50699 -0.86706
H 0.15705 -3.33423 -0.24965
H -1.44636 2.79017 0.31179
*
```

Calculated values
LUMO energy: 0.03587 Eh
F_max: 0.66 eV/A
ΔE to the lowest compared entry with this formula, charge and spin: 242.2 kJ/mol
SMILES: CC[C@H]1O[C@H]1N
HOMO energy: -9.51 eV



C4H9NO | wB97M-V/def2-TZVPD

```
! wB97M-V def2-TZVPD RIJCOSX def2/J DEFGRID3
* xyz 0 1
O -0.71398 0.28000 1.78315
N 0.48779 -0.08794 -0.10201
C -0.76996 -0.14141 -0.98858
C 1.69791 0.31467 -0.82084
C -1.47221 -0.78485 1.42887
C 0.29848 0.60464 1.06605
H 2.61716 0.05475 -0.27848
H 0.82487 1.51337 1.35405
H -1.62190 0.48742 -0.68857
H -2.32914 -0.89034 2.06755
H -0.38025 0.25244 -1.92227
H -0.90267 -1.63832 1.07080
H 1.72210 -0.21699 -1.77267
H -1.18855 -1.14537 -1.17112
H 1.73034 1.39794 -1.02593
*
```

Calculated values
LUMO energy (spin up / spin down): 0.03300 / 0.03364 Eh
F_max: 0.87 eV/A
ΔE to the lowest compared entry with this formula, charge and spin: 491.9 kJ/mol
HOMO energy (spin up / spin down): -6.80 / -6.15 eV



C4H9NO | wB97M-V/def2-TZVPD

```
! wB97M-V def2-TZVPD RIJCOSX def2/J DEFGRID3
* xyz 0 1
O -1.27568 -0.70889 -0.67645
N 0.82840 -1.82905 0.17224
C -1.30115 0.63396 -0.98302
C 1.06041 -0.59072 -0.58396
C 0.04778 1.02349 1.11971
C -0.13084 0.26456 -0.20585
H 1.09990 1.03912 1.44179
H -0.56144 0.65264 1.94206
H 0.84065 -1.61880 1.17114
H 2.03518 -0.17507 -0.29989
H -2.07057 1.08685 -0.35524
H -1.23607 1.00320 -1.99480
H -0.15028 -2.04166 -0.02977
H 1.06289 -0.81473 -1.65316
H -0.22804 2.07512 0.95241
*
```

Calculated values
LUMO energy: 0.03448 Eh
F_max: 1.36 eV/A
ΔE to the lowest compared entry with this formula, charge and spin: 314.8 kJ/mol
SMILES: C[C@]1(CN)CO1
HOMO energy: -9.26 eV



> The highest F_max belongs to which entry?

number 3